No. 1
ORCA calculation (ωB97M-V with the def2-TZVPD basis set) on the ion C6H14NO with charge -1 at a distorted geometry.

Properties
spin multiplicity	1
structure (SMILES)	NCCCCCC[O-]
HOMO level	-2.13	eV
frontier orbital gap	0.206	hartree
total energy	-366.97382	hartree
energy relative to the best compared isomer or geometry (same formula, charge and spin)	0.757	eV
total charge	-1

Each atom is followed by the atoms it is bonded to, with distances in Å.
Element x y z (Å)
1 N 1.202 -0.835 -2.846  H4 1.015, C9 1.445, H13 1.020
2 C 0.212 -0.614 0.123  C6 1.516, H8 1.099, C12 1.516, H20 1.085
3 H -1.621 -0.756 -0.941  C6 1.098
4 H 1.810 -0.943 -2.041  N1 1.015
5 H -0.122 0.598 -2.288  C9 1.089
6 C -0.587 -1.104 -1.068  C2 1.516, H3 1.098, C9 1.561, H21 1.089
7 H -0.939 -0.705 -3.130  C9 1.091
8 H 1.236 -1.012 0.107  C2 1.099
9 C -0.135 -0.482 -2.426  N1 1.445, H5 1.089, C6 1.561, H7 1.091
10 H 0.971 1.409 -0.190  C12 1.101
11 H -0.724 1.332 0.022  C12 1.095
12 C 0.201 0.878 0.392  C2 1.516, H10 1.101, H11 1.095, C15 1.518
13 H 1.303 -1.693 -3.388  N1 1.020
14 H 0.295 2.350 1.981  C15 1.095
15 C 0.348 1.264 1.853  C12 1.518, H14 1.095, H17 1.099, C18 1.565
16 O -1.001 1.472 3.873  C18 1.339
17 H 1.309 0.974 2.301  C15 1.099
18 C -0.807 0.740 2.769  C15 1.565, O16 1.339, H19 1.120, H22 1.123
19 H -1.689 0.746 2.079  C18 1.120
20 H -0.151 -1.110 1.017  C2 1.085
21 H -0.562 -2.183 -1.215  C6 1.089
22 H -0.549 -0.325 3.017  C18 1.123

No. 2
ORCA calculation (ωB97M-V with the def2-TZVPD basis set) on the molecule C4H6ClF at a distorted geometry.

Properties
spin multiplicity	1
structure (SMILES)	C/C(F)=C\CCl
HOMO level	-9.64	eV
frontier orbital gap	0.390	hartree
total energy	-716.04750	hartree
energy relative to the best compared isomer or geometry (same formula, charge and spin)	0.097	eV

Each atom is followed by the atoms it is bonded to, with distances in Å.
Element x y z (Å)
1 H 2.599 -0.920 -1.241  C3 1.106
2 C -0.968 -0.885 0.180  C4 1.506, H6 1.165, H7 1.089, Cl9 1.804
3 C 1.760 -0.200 -1.266  H1 1.106, H5 1.055, C10 1.505, H12 1.119
4 C 0.229 -0.193 0.775  C2 1.506, H8 1.102, C10 1.324
5 H 2.036 0.712 -1.718  C3 1.055
6 H -1.437 -1.622 0.950  C2 1.165
7 H -0.771 -1.415 -0.750  C2 1.089
8 H 0.129 0.105 1.832  C4 1.102
9 Cl -2.285 0.281 -0.223  C2 1.804
10 C 1.376 0.064 0.165  C3 1.505, C4 1.324, F11 1.325
11 F 2.331 0.703 0.825  C10 1.325
12 H 0.934 -0.690 -1.842  C3 1.119